A 2-piece molecular cluster, C5H9ClP overall. Source: OMol25; level of theory: wB97M-V/def2-TZVPD.

The value obtained for the electronic energy is -996.93006 a.u. Its lowest unoccupied orbital energy (alpha / beta) is -6.86 / -6.96 eV. As for the total charge: +1. The HOMO-LUMO gap (alpha / beta) is 6.95 / 7.21 eV.

Element x y z (Å)
Cl: 3.9258 3.0130 0.4362
P: 0.0315 -0.8545 -0.1414
C: -0.9808 -2.4682 0.0016
C: 1.1050 2.7094 0.5397
C: 2.2970 2.9608 0.6210
C: -0.3577 0.2677 1.2410
C: -0.3786 0.0737 -1.6573
H: 0.0830 -0.4187 -2.5132
H: -1.3790 0.3844 -1.9560
H: 0.0828 -0.1518 2.2285
H: -0.7876 -2.9589 1.0923
H: 0.2647 0.9351 -1.3598
H: -2.0078 -2.1132 -0.0522
H: 0.2211 1.1899 1.1794
H: -0.7237 -3.1346 -0.7625
H: -1.3956 0.5659 1.1026

---

An isolated molecule of C5H9ClS. Source: OMol25; level of theory: wB97M-V/def2-TZVPD.

The value obtained for the electronic energy is -1054.23666 a.u. Its lowest unoccupied orbital energy is 0.79 eV. The HOMO-LUMO gap is 9.07 eV.

Element x y z (Å)
Cl: -2.6051 -1.0059 -0.8046
S: 0.0388 1.1452 -0.7813
C: 2.4034 -0.7482 -0.5689
C: -1.3201 -0.8575 0.5650
C: 0.0095 -0.3588 0.1095
C: -1.2597 2.1050 0.1186
C: 1.1138 -1.1289 -0.0665
H: -1.3761 3.0131 -0.4848
H: -1.8855 -0.0675 1.2490
H: 2.6623 -1.0419 -1.6953
H: 3.1278 -1.3741 0.0419
H: 0.9574 -2.1406 0.3417
H: -1.1776 -1.8294 0.9817
H: -0.8195 2.3494 1.1007
H: 2.4350 0.3262 -0.3286
H: -2.3044 1.6139 0.2219

---

An isolated molecule of C5H9ClS2. Source: OMol25; level of theory: wB97M-V/def2-TZVPD.

The value obtained for the electronic energy is -1452.45470 a.u. Its lowest unoccupied orbital energy is 0.71 eV. The HOMO-LUMO gap is 9.70 eV.

Element x y z (Å)
Cl: -2.1133 1.4714 -1.1683
S: 2.7040 0.1122 -1.2977
S: -0.0216 -2.5063 -0.1763
C: 0.6590 1.1330 0.5291
C: 0.1198 -0.7043 -0.3849
C: -0.5188 0.2068 0.7198
C: -1.9217 0.7012 0.4588
C: 1.4549 -0.0614 -0.0013
H: -2.6464 -0.1449 0.5114
H: -0.2290 -0.3852 -1.4263
H: 1.8637 -0.6310 0.8337
H: 1.0512 1.7025 1.3717
H: -0.5162 -0.3529 1.6574
H: 0.4108 1.7751 -0.2744
H: -0.9759 -2.5582 -1.1059
H: 2.8934 -1.2145 -1.4422
H: -2.2140 1.4565 1.1955

---

C5H9ClS2 as an isolated structure. Source: OMol25; level of theory: wB97M-V/def2-TZVPD.

The value obtained for the electronic energy is -1452.44558 a.u. Its lowest unoccupied orbital energy is 0.78 eV. The HOMO-LUMO gap is 9.57 eV.

Element x y z (Å)
Cl: -0.9437 -0.8425 -1.7717
S: -0.4028 1.8097 0.4012
S: -0.5504 -0.6677 1.7378
C: 1.7332 -0.7265 -1.4399
C: 0.5367 -0.4686 -0.9080
C: 0.8859 2.8145 -0.3824
C: 0.3861 0.1542 0.4503
C: 0.0443 -2.3647 1.5191
H: 0.1752 -2.5425 0.4671
H: 0.9778 -2.5910 2.0131
H: 1.3963 0.3071 0.8769
H: 1.3355 2.3673 -1.2943
H: 2.6353 -0.4715 -0.8998
H: 1.6462 2.8913 0.4149
H: 1.8744 -1.1247 -2.4477
H: -0.7097 -3.0567 1.8580
H: 0.4450 3.8178 -0.5274

---

An isolated molecule of C5H9ClS2. Source: OMol25; level of theory: wB97M-V/def2-TZVPD.

The value obtained for the electronic energy is -1452.40885 a.u. Its lowest unoccupied orbital energy is 0.53 eV. The HOMO-LUMO gap is 9.35 eV.

Element x y z (Å)
Cl: -0.2174 3.2076 -2.6052
S: 0.5651 0.6629 0.8383
S: -0.1531 -2.0627 2.1409
C: 0.3455 1.9560 -1.5102
C: -0.1139 -0.9853 0.5647
C: -0.3676 1.5901 -0.3614
C: -0.6601 -3.6753 1.4345
C: 0.5180 -1.7236 -0.6173
H: 0.0291 -2.7089 -0.7408
H: 1.4904 1.5161 -1.6752
H: -1.1265 -0.8642 0.2645
H: 0.3885 -1.1093 -1.5681
H: 0.1771 -4.0060 0.7600
H: -1.4425 1.7618 -0.1448
H: -1.6660 -3.6873 0.9551
H: -0.7162 -4.2429 2.3107
H: 1.6379 -1.7632 -0.6029

---

C5H9EuMgO3 as an isolated structure. Source: OMol25; level of theory: wB97M-V/def2-TZVPD.

The value obtained for the electronic energy is -1331.66863 a.u. Its lowest unoccupied orbital energy (alpha / beta) is -4.25 / -4.15 eV. As for the total charge: +1. The multiplicity is 8. The HOMO-LUMO gap (alpha / beta) is 5.13 / 5.26 eV.

Element x y z (Å)
Eu: 0.9062 2.0791 0.1419
Mg: 3.6790 1.9420 0.6316
O: -1.1868 1.0868 -0.2315
O: 2.8977 0.2550 -0.1544
O: 0.8745 -0.3614 0.4688
C: -1.4634 -0.1911 0.3380
C: -0.2810 -1.0868 0.0614
C: -2.3271 1.9341 -0.3228
C: 2.4091 -2.0668 -0.2406
C: 2.1448 -0.7765 0.0438
H: 2.6690 -2.7345 0.5787
H: 2.0933 -2.5020 -1.1853
H: -1.9837 2.9123 -0.6765
H: -0.3683 -2.0173 0.6377
H: -2.8051 2.0375 0.6621
H: -2.3655 -0.6199 -0.1211
H: -1.6347 -0.0737 1.4195
H: -3.0419 1.5134 -1.0429
H: -0.2162 -1.3300 -1.0085

---

A 2-piece molecular cluster, C5H9F2N overall. Source: OMol25; level of theory: wB97M-V/def2-TZVPD.

The value obtained for the electronic energy is -450.16918 a.u. Its lowest unoccupied orbital energy (alpha / beta) is 0.97 / -2.49 eV. The multiplicity is 3. The HOMO-LUMO gap (alpha / beta) is 8.46 / 4.99 eV.

Element x y z (Å)
F: -0.3118 -3.3725 0.0872
F: -2.3895 -2.9488 -0.2835
N: 0.3092 0.1864 -1.9453
C: -1.2321 -3.2015 -0.8728
C: -0.2631 0.8774 -0.9083
C: 1.4495 0.0814 0.7184
C: 0.2226 0.8456 0.3345
C: -0.5811 1.5029 1.4177
H: -0.1451 2.3315 2.0110
H: -1.1705 1.3075 -1.1838
H: -0.7716 0.6426 2.0390
H: -1.5481 1.9123 0.8758
H: 1.0346 -0.8039 1.1763
H: 2.1621 0.6088 1.3752
H: 0.0616 0.5588 -2.8890
H: 1.2232 -0.2301 -1.6700
H: 1.9499 -0.2982 -0.2827

---

An isolated ion of composition C5H9F3N3 and charge +1. Source: OMol25; level of theory: wB97M-V/def2-TZVPD.

The value obtained for the electronic energy is -659.49057 a.u. Its lowest unoccupied orbital energy is -3.98 eV. As for the total charge: +1. The HOMO-LUMO gap is 9.90 eV.

Element x y z (Å)
F: -0.9530 -2.5990 1.5473
F: -0.4769 -1.0507 3.0266
F: 0.9370 -1.8068 1.5125
N: -0.3950 -0.9065 -0.4412
N: 0.1997 0.8304 0.7947
N: 0.5521 -0.0843 -1.0865
C: 1.8203 2.0722 -0.4720
C: -0.3006 -1.4448 1.7312
C: -1.5978 -1.0331 -1.3539
C: 0.8881 0.9701 -0.3546
C: -0.6992 -0.3080 0.7900
H: 2.8748 1.8919 -0.7595
H: -1.9892 -0.0056 -1.2808
H: -2.3024 -1.7123 -1.0332
H: 0.0416 1.5106 1.4645
H: -1.7445 -0.0671 0.9882
H: 1.0628 -0.6042 -1.7092
H: -1.2985 -1.2072 -2.3386
H: 1.9255 2.8580 0.3509
H: 1.4551 2.6964 -1.3763